The following is a quantum chemistry calculation of a molecular structure, C3H2LuO2, from the OMol25 dataset.

XYZ file:
```
8
Properties=species:S:1:pos:R:3
H 2.2678 -3.6191 -1.9152
O -2.0097 1.8665 2.0737
H -2.9085 2.2358 2.0688
C 1.9409 -2.6791 -1.5005
C 1.6536 -1.5262 -1.2019
O -0.4232 1.3446 0.6255
C -1.5566 1.6579 0.8981
Lu 1.0357 0.7196 -1.0484
```

As for the total charge: +2. As for the spin multiplicity: 2. The value obtained for the HOMO energy (alpha / beta) is -18.1 / -18.1 eV. The LUMO energy (alpha / beta) is -0.41429 / -0.41540 hartree.

Atomic charges from the natural (NBO) analysis, expressed in e, are listed below: number 1, H, carries 0.2793; number 2, O, carries -0.5553; number 3, H, carries 0.5667; number 4, C, carries 0.0340; number 5, C, carries -0.9256; number 6, O, carries -0.8040; number 7, C, carries 0.8793; number 8, Lu, carries 2.5257

=====

The following is a quantum chemistry calculation of a molecular structure, C3H2MgO3, from the OMol25 dataset.

XYZ file:
```
9
Properties=species:S:1:pos:R:3
C 1.3300 -1.8749 -0.2854
C 0.6109 -1.2526 0.5229
O 0.0031 -0.3362 1.1071
C -0.4567 0.8280 0.4144
O -1.6297 1.0785 0.4457
O 0.4285 1.3248 -0.3330
H 1.8014 -2.6344 -0.9011
Mg -3.1285 2.2159 -0.1645
H 1.0410 0.6508 -0.8061
```

As for the total charge: +3. As for the spin multiplicity: 2. The value obtained for the HOMO energy (alpha / beta) is -25.4 / -25.0 eV. The LUMO energy (alpha / beta) is -0.59505 / -0.62178 hartree.

Atomic charges from the natural (NBO) analysis, expressed in e, are listed below: number 1, C, carries 0.1653; number 2, C, carries 0.4922; number 3, O, carries -0.3484; number 4, C, carries 1.1186; number 5, O, carries -0.7783; number 6, O, carries -0.5586; number 7, H, carries 0.3478; number 8, Mg, carries 1.9781; number 9, H, carries 0.5834

=====

The following is a quantum chemistry calculation of a molecular structure, C3H2N2, from the OMol25 dataset.

XYZ file:
```
7
Properties=species:S:1:pos:R:3
C -0.0376 0.3517 1.3450
C -0.1124 1.1146 0.3126
C 0.0611 -0.7275 0.3984
N -0.1187 1.4374 -1.0035
N -0.0146 0.3256 -1.4620
H 1.0286 -1.1593 0.1937
H -0.8064 -1.3425 0.2158
```

The value obtained for the HOMO energy (alpha / beta) is -8.7 / -8.7 eV. The LUMO energy (alpha / beta) is 0.00261 / 0.00258 hartree.

Atomic charges from the natural (NBO) analysis, expressed in e, are listed below: number 1, C, carries -0.1551; number 2, C, carries 0.2006; number 3, C, carries -0.2584; number 4, N, carries -0.1849; number 5, N, carries -0.0629; number 6, H, carries 0.2305; number 7, H, carries 0.2303

=====

The following is a quantum chemistry calculation of a single C3H2N2 molecule, from the OMol25 dataset.

XYZ file:
```
7
Properties=species:S:1:pos:R:3
C -0.0909 0.5363 -0.0079
C 0.1306 -0.7576 -0.0058
C 2.3359 1.0273 -0.0001
N 2.2538 -0.1520 -0.0027
N 1.4226 -1.1757 0.0038
H 0.1452 1.5731 0.0182
H -0.6091 -1.5452 -0.0171
```

The value obtained for the HOMO energy (alpha / beta) is -9.7 / -9.5 eV. The LUMO energy (alpha / beta) is -0.04290 / -0.08556 hartree.

Atomic charges from the natural (NBO) analysis, expressed in e, are listed below: number 1, C, carries -0.0158; number 2, C, carries -0.2128; number 3, C, carries 0.2718; number 4, N, carries -0.3856; number 5, N, carries -0.1187; number 6, H, carries 0.2262; number 7, H, carries 0.2348

=====

no.,total energy (eV),largest force on an atom (eV/A)
1,-40835.2645,3.054
2,-14691.0295,3.209
3,-6116.0119,2.516
4,-6116.1458,2.184